[1]
# C20H62N22O10PS

A cluster of 11 separate species, C20H62N22O10PS in total (the ωB97M-V functional and the def2-TZVPD basis, OMol25).

The geometry in XYZ format:
```
116
C20H62N22O10PS, DFT the ωB97M-V functional and the def2-TZVPD basis
S -0.0241 -2.8242 -6.3682
P -1.9996 -1.9671 -3.0168
O -2.0172 7.5496 6.2876
O 2.4426 6.0715 8.5645
O 2.0985 -1.6211 0.5460
O 0.7900 4.3741 1.3136
O -3.6680 8.1507 0.3340
O 1.3806 0.5957 -11.5031
O 1.8134 3.1454 -2.2172
O 2.0178 -3.4778 5.3348
O -7.2115 -3.9154 -0.0180
O 2.5542 -7.2757 2.0730
N 4.0030 3.4591 -1.7548
N 0.3268 5.2372 -0.7315
N 3.0545 -1.1063 2.5388
N 4.7746 -6.8599 2.1683
N 1.2078 0.3999 -9.2516
N 0.6505 -1.3700 -10.6385
N -7.0264 -2.3380 1.6038
N 1.1041 -2.3129 2.4673
N 0.2358 7.4389 6.5530
N 3.0733 3.9382 9.0036
N 1.8877 -5.2263 3.9143
N -0.6507 6.1132 1.1755
N 3.9498 -8.5671 0.8434
N -4.3501 5.9902 0.3364
N 1.9206 -5.5741 6.2022
N -4.0622 7.1338 -1.6551
N -1.9063 -0.6622 -2.0374
N -1.6739 -1.4914 -4.6092
N -0.7889 6.4579 4.7272
N 1.6261 4.4152 7.2582
N -9.0371 -2.6883 0.5197
N 3.3573 2.1998 -3.5818
C 2.6146 -1.7567 -2.5124
C 2.9905 2.9478 -2.5012
C -4.0086 7.1619 -0.2854
C 3.6919 -7.5525 1.7145
C -0.3765 1.0434 -1.0574
C 1.6565 -2.9405 -2.5899
C -4.2465 -2.7090 -1.5988
C -0.8923 -3.2369 -2.4327
C -0.9295 7.1827 5.8921
C -3.6717 -2.5782 -3.0131
C 1.0994 -0.0784 -10.5361
C 0.1919 5.1902 0.6237
C 2.3846 4.8845 8.2971
C 2.3814 -4.2653 -2.2601
C 1.9473 -4.6947 5.1619
C 0.3937 -2.7557 -1.7173
C -0.9332 -2.1017 -5.3619
C 2.0864 -1.6728 1.7726
C -7.7251 -3.0365 0.6552
C -0.7905 0.3134 -2.3217
H 0.9800 -0.1396 -8.4395
H -6.0712 -2.5990 1.7556
H -3.8349 7.9827 -2.1384
H 0.3735 -2.7530 1.9416
H 3.0340 2.9582 8.8007
H 1.9667 -4.7596 -1.3856
H -3.6440 -3.3705 -0.9805
H 1.3201 -3.0126 -3.6290
H -9.4835 -1.9814 1.0721
H 4.8729 -8.8152 0.5423
H -4.3371 6.3284 -2.1830
H 2.1891 -0.8457 -2.9359
H 4.6029 -6.1124 2.8159
H 3.6345 4.2590 9.7698
H 0.0924 6.1406 4.3667
H 0.0615 -0.2437 -2.7033
H -1.5152 -3.7839 -1.7206
H 1.1398 7.1560 6.2243
H -0.3838 0.3591 -0.2125
H 2.3464 -4.9541 -3.1033
H -0.6769 -3.9389 -3.2400
H 0.4142 -1.9378 -9.8488
H 3.5118 -1.9928 -3.0867
H -9.5781 -3.1937 -0.1567
H 3.7945 -0.6202 2.0691
H -1.1159 1.0075 -3.0940
H 3.7532 3.9993 -0.9455
H 1.5687 3.4519 6.9899
H -4.3267 5.9834 1.3388
H -7.4360 -1.6282 2.1808
H -4.6174 5.1580 -0.1517
H -0.1624 5.8983 -1.3044
H 1.5319 1.3422 -9.1432
H -4.3573 -1.7516 -1.0976
H 1.1097 5.1000 6.7400
H -2.7871 -0.1574 -2.1038
H 5.7173 -7.0675 1.8988
H 3.4366 -4.0731 -2.0763
H 0.6237 1.4394 -1.2022
H 0.1894 7.9633 7.4071
H 1.9606 -5.1955 7.1296
H 2.6247 1.8313 -4.1569
H -1.1541 6.8076 0.6522
H -1.6339 6.2474 4.2313
H -5.2318 -3.1670 -1.6623
H 4.9724 3.3170 -1.9659
H 1.8625 -6.5668 6.0772
H 1.8183 -6.2020 3.6722
H 0.9737 4.5865 -1.1546
H 3.0604 -1.1694 3.5412
H 0.2914 -1.7432 -1.3483
H -1.0395 1.8818 -0.8528
H 3.1670 -9.0967 0.5087
H 0.5584 -1.7522 -11.5610
H -3.5920 -3.5742 -3.4569
H 1.9255 -4.5480 3.1780
H 4.3117 2.0250 -3.8330
H -4.2878 -1.9646 -3.6675
H 1.0946 -2.3782 3.4752
H 2.9216 -1.5806 -1.4860
H 0.4945 -3.3780 -0.8333
H -0.7523 6.0864 2.1705
```

For the largest force on an atom, the calculation gives 0.020 Eh/bohr. Its total charge is +1. Its total energy is -95133.02634 eV. The HOMO energy comes out at -10.86 eV. The calculation puts the orbital gap at 7.735 eV.

Löwdin atomic charge list, values in e, 6 entries: number 1, S, carries 0.8495; number 2, P, carries 0.8443; number 3, O, carries 0.0370; number 4, O, carries 0.0217; number 5, O, carries 0.0057; number 6, O, carries -0.0011

[2]
# C20H63N20O8P2S

A structure of composition C20H63N20O8P2S (the ωB97M-V functional and the def2-TZVPD basis, OMol25).

The geometry in XYZ format:
```
114
C20H63N20O8P2S, DFT the ωB97M-V functional and the def2-TZVPD basis
S 0.2423 -4.4627 2.1974
P -1.5276 -3.3826 4.1000
P -3.0569 -1.4056 1.8546
O 7.4298 1.0856 -0.6684
O 3.1974 -4.0888 -6.0676
O -5.0541 -0.9067 -4.5205
O 6.3963 -3.1390 3.9881
O -7.1749 3.5966 -2.5619
O -4.1302 2.8208 1.4594
O 3.3130 4.7933 0.2811
O 4.1664 -5.2648 -0.7763
N 3.6240 5.5689 2.3912
N -2.3297 -4.6759 4.3070
N 2.5429 -1.9176 -6.0442
N -0.8448 -3.1390 2.4822
N 2.4539 -3.2105 -4.1226
N -9.3453 4.2577 -2.5303
N -8.1684 4.1685 -4.5095
N 6.1165 2.7614 -1.4653
N 3.7554 -5.9524 -2.8986
N 3.4521 7.0281 0.6125
N 2.5945 -6.8634 -1.1195
N -4.2006 1.0546 -3.7619
N 6.6963 -2.6569 1.7948
N -6.4127 0.5280 -3.3956
N 7.7436 -1.4018 3.4271
N 5.9225 2.0573 0.7180
N 0.9754 -1.5986 2.3836
N -1.2583 -0.9439 1.8466
N -6.2607 3.5706 1.6475
N -5.1994 3.5480 -0.3985
C -0.8203 0.4555 1.5482
C -0.3786 -1.8537 2.1912
C -5.2180 0.1454 -3.9347
C -8.1748 3.9884 -3.1659
C 6.9152 -2.4484 3.1285
C 6.5542 1.9131 -0.4886
C -0.0662 2.0271 -0.3898
C 3.5502 -5.9823 -1.5458
C -0.8680 0.7872 0.0559
C 3.0366 -0.3892 1.9324
C -5.1344 3.2943 0.9306
C 1.9226 -1.2310 1.2938
C 2.5187 -2.4494 0.5809
C -3.5824 -0.9473 0.1696
C 1.7175 -2.9578 -0.6254
C -3.6765 0.0124 2.8554
C 1.2809 2.2866 0.2952
C 3.4553 5.7386 1.0473
C -4.8907 -0.4158 3.7004
C 2.7587 -3.1326 -5.4560
H 4.4769 -5.3472 -3.2480
H -7.3179 3.9647 -5.0014
H -0.5663 -0.0789 -0.5403
H 0.1648 0.6040 1.9783
H 6.1019 -3.4269 1.5457
H 6.2120 1.4537 1.4636
H 1.5476 -4.0316 -0.5583
H 1.2033 -4.1311 3.0788
H 6.5514 2.6905 -2.3660
H -4.3714 3.3650 -0.9326
H -0.3296 -3.2883 4.8203
H 2.0875 -2.4527 -3.5816
H -7.0862 3.9620 1.2360
H -4.5570 -1.4278 0.0498
H 5.1887 2.7271 0.8694
H 2.0868 -7.4688 -1.7364
H 1.0778 -0.9353 3.1439
H -1.4985 1.1246 2.0734
H -10.1684 4.5756 -3.0068
H 3.5708 7.8169 1.2195
H -0.7002 2.9128 -0.3404
H 2.7258 0.0938 2.8621
H 0.7308 -2.4882 -0.7075
H 2.6414 -3.2401 1.3184
H -6.2351 3.4056 2.6361
H 7.9376 -1.2360 4.3968
H -1.9078 0.9721 -0.1914
H 1.2153 3.0428 1.0771
H -3.9364 0.8141 2.1675
H 3.9156 -1.0004 2.1380
H -2.8707 0.3643 3.4990
H -6.0178 3.8917 -0.8784
H 3.3370 7.1824 -0.3717
H 2.7616 -1.8378 -7.0197
H 2.4450 -6.9365 -0.1309
H -2.1621 -2.1512 4.3255
H -2.9165 -1.3758 -0.5794
H -3.3131 0.8299 -4.1700
H -4.8734 -1.4815 3.9407
H 3.6328 4.6310 2.7438
H 0.1376 1.8756 -1.4520
H -9.3841 4.1144 -1.5392
H -7.1943 -0.0873 -3.5209
H -4.9223 0.1300 4.6416
H 2.1856 -1.1205 -5.5548
H -6.5406 1.4050 -2.9219
H 2.0020 2.6739 -0.4210
H 3.2700 -6.5456 -3.5459
H -3.7013 0.1202 0.0088
H 1.6949 1.3771 0.7183
H 3.3461 0.3966 1.2448
H 2.6083 -4.1012 -3.6828
H -3.3182 -4.5120 4.4628
H 8.1813 -0.8240 2.7340
H -8.9690 4.4766 -5.0286
H 7.1007 -2.0929 1.0692
H -5.8204 -0.2301 3.1637
H -4.3341 1.9437 -3.3191
H 3.7509 6.3298 3.0314
H 1.4126 -0.6249 0.5381
H 5.3884 3.4375 -1.3171
H 3.5052 -2.1368 0.2404
H 2.2582 -2.7642 -1.5465
```

For the largest force on an atom, the calculation gives 0.014 Eh/bohr. Its total charge is +1. Its total energy is -97358.60612 eV. The HOMO energy comes out at -11.26 eV. The calculation puts the orbital gap at 8.323 eV.

Löwdin atomic charge list, values in e, 6 entries: number 1, S, carries 0.8257; number 2, P, carries 0.6025; number 3, P, carries 1.0339; number 4, O, carries 0.0180; number 5, O, carries 0.0260; number 6, O, carries 0.0290

Question: The lowest orbital gap belongs to which entry?
Answer: C20H62N22O10PS